Computed, not measured: 3 unconnected molecules or ions with the total composition C3H13NO2S2 at a distorted geometry, with wB97M-V/def2-TZVPD.

Atoms and positions in Å:
N 1.478 0.575 1.182
C 0.167 1.071 0.679
C -0.219 0.416 -0.637
S -1.224 -1.098 -0.558
S -2.761 -0.693 0.685
C -3.997 0.134 -0.348
H 2.203 0.887 0.533
H 1.641 1.138 2.009
H 0.174 2.155 0.505
H -0.569 0.860 1.460
H 0.668 0.065 -1.179
H -0.689 1.123 -1.331
H -3.751 1.182 -0.469
H -4.942 0.008 0.174
H -4.083 -0.321 -1.328
H 1.611 -1.324 0.611
H 1.188 -2.630 -0.114
O 1.956 -2.179 0.282
H 3.068 -0.730 -1.047
H 4.354 -0.578 -0.295
O 3.726 -0.061 -0.815

Properties
Charge   0
Energy   -1123.71431 hartree
LUMO energy   0.659 eV
Gap between HOMO and LUMO   9.765 eV
SMILES   CSSCCN.O.O
ΔE to the lowest compared entry with this formula, charge and spin   0.0 kcal/mol
Largest force on an atom   1.12 eV Å⁻¹